{
  "formula": "C48H36ClN6O4PRbS",
  "method": "ωB97M-V/def2-TZVPD",
  "total_energy_ha": -3704.2181,
  "charge": -1,
  "homo_ev": -4.04,
  "e_lumo_ev": 1.515,
  "elements": ["Rb", "S", "N", "C", "C", "C", "C", "C", "N", "C", "C", "N", "C", "C", "C", "C", "C", "N", "H", "H", "H", "H", "H", "H", "O", "C", "C", "C", "C", "C", "C", "C", "N", "C", "C", "N", "H", "H", "H", "H", "H", "H", "H", "Cl", "C", "C", "C", "C", "C", "C", "P", "C", "C", "C", "C", "C", "C", "C", "C", "C", "C", "C", "C", "H", "H", "H", "H", "H", "H", "H", "H", "H", "H", "H", "H", "H", "H", "C", "O", "C", "C", "C", "C", "C", "C", "O", "C", "O", "C", "H", "H", "H", "H", "H", "H", "H", "H", "H"],
  "positions_angstrom": [[-0.0989, -0.4532, -0.1245], [0.0412, 5.9088, 5.9927], [-1.1739, 5.3561, 5.0826], [-0.6435, 4.4728, 4.2643], [-1.3703, 3.7001, 3.2619], [-2.7500, 3.7954, 3.0782], [-3.3510, 3.0159, 2.1199], [-2.5493, 2.1562, 1.3649], [-1.2409, 2.0578, 1.5320], [-0.6494, 2.8105, 2.4644], [0.8205, 2.6390, 2.6416], [1.4332, 1.7658, 1.8382], [2.7281, 1.5501, 2.0033], [3.4997, 2.2108, 2.9609], [2.8830, 3.1339, 3.7692], [1.5144, 3.3585, 3.6168], [0.7671, 4.3022, 4.4404], [1.2758, 5.0604, 5.3882], [-3.3166, 4.4823, 3.6957], [-4.4175, 3.0603, 1.9443], [-2.9808, 1.5395, 0.5803], [3.1803, 0.8155, 1.3415], [4.5575, 1.9992, 3.0488], [3.4282, 3.6879, 4.5254], [-1.0082, 1.2051, -1.8172], [-2.0744, 1.3324, -2.4956], [-2.8074, 2.5642, -2.5352], [-3.9422, 2.7311, -3.3008], [-4.4529, 1.6809, -4.0772], [-3.7907, 0.4634, -4.0348], [-2.6392, 0.2569, -3.2650], [-2.0621, -1.1013, -3.1876], [-0.7993, -1.4825, -3.0865], [-0.8135, -2.8632, -3.0388], [-2.0883, -3.3334, -3.1084], [-2.8734, -2.2038, -3.2042], [-2.4080, 3.3803, -1.9378], [-4.4445, 3.6944, -3.3082], [-5.3288, 1.8159, -4.7009], [-4.1674, -0.3572, -4.6417], [0.1010, -3.4321, -2.9484], [-2.5020, -4.3298, -3.0822], [-3.8741, -2.1730, -3.1924], [2.4189, -1.6211, -1.2669], [3.1624, -0.9440, -2.6846], [3.9603, -1.7736, -3.4613], [4.5916, -1.2575, -4.5780], [4.4256, 0.0827, -4.9111], [3.6163, 0.8910, -4.1284], [2.9598, 0.3977, -2.9970], [1.8190, 1.4344, -1.9444], [3.0589, 2.5921, -1.2007], [4.4420, 2.4338, -1.2285], [5.2753, 3.3017, -0.5233], [4.7395, 4.3477, 0.2145], [3.3585, 4.5117, 0.2641], [2.5332, 3.6325, -0.4199], [1.1472, 2.4511, -3.3459], [0.4119, 1.7271, -4.2954], [-0.1617, 2.3588, -5.3851], [-0.0180, 3.7340, -5.5537], [0.7064, 4.4606, -4.6234], [1.2894, 3.8218, -3.5258], [4.0769, -2.8144, -3.1829], [5.2097, -1.9030, -5.1909], [4.9204, 0.4946, -5.7838], [3.4761, 1.9319, -4.4004], [4.8825, 1.6232, -1.7972], [6.3506, 3.1577, -0.5566], [5.3906, 5.0216, 0.7596], [2.9254, 5.3126, 0.8550], [1.4527, 3.7304, -0.3366], [0.2641, 0.6598, -4.1489], [-0.7462, 1.7805, -6.0935], [-0.4762, 4.2322, -6.4012], [0.8239, 5.5329, -4.7425], [1.8611, 4.4119, -2.8233], [2.7037, -5.5501, 5.8936], [2.8151, -4.4624, 4.9983], [1.7475, -4.2120, 4.1805], [0.5908, -5.0244, 4.1875], [-0.4238, -4.6865, 3.3183], [-0.3732, -3.5860, 2.4484], [-1.5150, -3.3015, 1.5771], [-2.5967, -4.3643, 1.4317], [-1.6641, -2.2639, 0.9404], [0.8233, -2.7594, 2.4215], [0.9784, -1.7841, 1.6312], [1.8602, -3.1348, 3.3425], [3.6209, -5.5641, 6.4760], [2.6040, -6.5022, 5.3657], [1.8543, -5.4350, 6.5723], [0.4896, -5.8796, 4.8398], [-1.3150, -5.3044, 3.3303], [-2.1709, -5.3385, 1.1798], [-3.2709, -4.0414, 0.6434], [-3.1649, -4.4736, 2.3608], [2.7629, -2.5345, 3.3537]],
  "forces_ev_per_angstrom": [[-0.668, 0.781, -0.059], [-0.012, 0.465, 0.476], [0.108, 0.032, 0.077], [0.019, -0.393, -0.410], [0.103, 0.187, 0.223], [-0.008, 0.124, 0.133], [-0.036, -0.022, -0.044], [0.196, 0.066, -0.081], [-0.096, -0.099, -0.024], [0.175, -0.229, -0.147], [-0.136, -0.076, -0.208], [0.104, -0.209, 0.046], [-0.175, -0.035, -0.025], [0.048, -0.056, -0.043], [0.002, 0.128, 0.128], [-0.096, 0.185, 0.185], [-0.008, -0.374, -0.423], [-0.124, 0.053, 0.035], [0.001, -0.030, -0.027], [0.021, -0.002, -0.004], [0.055, 0.029, 0.046], [-0.063, 0.046, 0.041], [-0.040, 0.004, -0.008], [-0.023, -0.037, -0.042], [-0.810, 0.538, -0.411], [0.111, 0.014, 0.045], [-0.067, 0.039, -0.084], [0.087, -0.108, 0.031], [0.126, 0.013, 0.070], [0.101, -0.027, 0.079], [-0.103, -0.194, -0.100], [0.027, -0.039, 0.046], [-0.057, -0.081, -0.066], [0.059, 0.204, -0.017], [-0.068, 0.158, 0.007], [0.093, -0.089, -0.034], [-0.032, -0.050, -0.074], [0.024, -0.020, 0.010], [0.041, -0.006, 0.041], [0.020, 0.005, 0.016], [-0.067, 0.074, 0.000], [0.044, 0.127, -0.002], [-0.117, 0.035, 0.016], [0.596, -0.371, -0.101], [-0.060, 0.107, 0.037], [0.018, -0.086, 0.020], [0.007, 0.054, -0.050], [-0.012, 0.005, 0.025], [0.002, 0.001, -0.022], [-0.010, 0.033, 0.115], [0.633, 0.491, -0.761], [-0.134, 0.102, 0.101], [0.049, 0.030, 0.021], [-0.050, -0.016, -0.007], [-0.020, -0.061, -0.031], [-0.006, -0.026, -0.051], [-0.062, -0.003, -0.084], [-0.018, -0.123, -0.089], [-0.021, -0.011, 0.112], [0.002, 0.006, 0.021], [0.041, -0.009, 0.055], [0.016, -0.067, 0.057], [-0.017, -0.052, -0.061], [-0.015, 0.074, -0.007], [-0.009, 0.022, 0.018], [-0.036, -0.022, 0.049], [-0.010, -0.048, 0.015], [-0.012, 0.031, -0.004], [-0.072, -0.003, -0.004], [-0.024, -0.019, -0.021], [0.016, -0.057, -0.035], [0.082, 0.017, -0.029], [-0.007, 0.062, -0.011], [0.046, 0.030, 0.067], [0.015, -0.023, 0.048], [0.005, -0.058, 0.019], [0.038, 0.018, 0.078], [0.028, 0.100, -0.076], [0.158, -0.178, 0.293], [-0.229, -0.039, -0.129], [0.030, 0.099, -0.079], [-0.032, 0.073, -0.046], [-0.054, 0.003, -0.056], [0.128, -0.036, 0.074], [-0.057, -0.107, 0.091], [-0.301, -0.419, 0.265], [0.100, 0.188, -0.137], [0.569, -0.999, 1.103], [-0.087, 0.015, -0.048], [0.063, 0.026, 0.007], [-0.001, -0.010, -0.036], [-0.012, 0.038, -0.003], [-0.014, 0.050, -0.044], [0.037, 0.020, -0.018], [-0.040, 0.055, 0.028], [-0.026, 0.010, -0.026], [0.041, -0.005, -0.070], [-0.033, -0.037, 0.002]]
}

{
  "formula": "C48H37IrN9O4S",
  "method": "ωB97M-V/def2-TZVPD",
  "total_energy_ha": -3146.9509,
  "charge": 2,
  "s_squared": 8.87,
  "homo_ev": [-9.70, -12.63],
  "e_lumo_ev": [-5.714, -7.677],
  "spin_multiplicity": 6,
  "elements": ["Ir", "O", "C", "N", "C", "C", "C", "C", "C", "C", "N", "C", "C", "C", "C", "C", "N", "H", "H", "H", "H", "H", "H", "H", "H", "H", "H", "C", "O", "C", "C", "C", "C", "C", "C", "C", "N", "C", "C", "N", "C", "C", "C", "C", "N", "C", "C", "N", "C", "C", "C", "C", "H", "H", "H", "H", "H", "H", "H", "H", "H", "H", "H", "H", "H", "H", "C", "C", "C", "C", "C", "C", "C", "S", "O", "O", "N", "C", "C", "C", "C", "C", "C", "C", "C", "N", "C", "H", "H", "H", "H", "H", "H", "H", "H", "H", "H", "H", "H", "H"],
  "positions_angstrom": [[1.1725, 1.4372, -1.7406], [3.1700, 5.0166, -0.9242], [2.7191, 3.9472, -1.4051], [2.1191, 2.9524, -0.6696], [1.8060, 3.3509, 0.6999], [2.9556, 3.3239, 1.6117], [2.7832, 3.8634, 2.8986], [3.8866, 4.1999, 3.7074], [5.1529, 3.8939, 3.2182], [5.2249, 3.2081, 2.0098], [4.1830, 2.9774, 1.2205], [2.9422, 3.4307, -2.7867], [4.1016, 3.6898, -3.5355], [4.0699, 3.4087, -4.8454], [2.8847, 2.9018, -5.4610], [1.8015, 2.6023, -4.6410], [1.9369, 2.6764, -3.2992], [1.0396, 2.6722, 1.0928], [1.3387, 4.3377, 0.5457], [1.7656, 4.0653, 3.2514], [3.7068, 4.7582, 4.6121], [6.0595, 4.1591, 3.7530], [6.1567, 2.7219, 1.6839], [4.9083, 4.1898, -3.0129], [4.8553, 3.7222, -5.5063], [2.8634, 2.5809, -6.4964], [0.7842, 2.3866, -5.0043], [-7.7666, -2.4069, 7.8456], [-6.2976, -2.5404, 7.5791], [-5.5704, -1.7711, 6.7800], [-4.2547, -2.2197, 6.5236], [-3.3994, -1.4429, 5.8529], [-3.8392, -0.2416, 5.1646], [-5.1115, 0.2199, 5.5442], [-5.9563, -0.5169, 6.3508], [-3.0201, 0.2657, 4.1198], [-1.7851, -0.2826, 3.8565], [-1.4341, 0.2526, 2.7045], [-2.3906, 1.1589, 2.1213], [-3.3874, 1.1759, 3.1205], [-2.2904, 1.7354, 0.8325], [-3.2797, 2.4320, 0.0553], [-2.9222, 2.9141, -1.1769], [-1.6195, 2.7552, -1.6720], [-0.6766, 2.0195, -1.0498], [-1.0601, 1.4766, 0.1883], [-0.1010, 0.5714, 0.7073], [0.9843, 0.3090, -0.1105], [1.9767, -0.4980, 0.3844], [2.0199, -0.9429, 1.7205], [0.9157, -0.6339, 2.5629], [-0.2062, 0.0075, 2.0170], [-8.1123, -3.4140, 8.0112], [-8.3271, -2.0805, 6.9594], [-7.8683, -1.8608, 8.7746], [-3.9728, -3.2224, 6.8358], [-2.3373, -1.7237, 5.6545], [-5.4502, 1.1725, 5.1714], [-6.9449, -0.1609, 6.6986], [-4.2940, 1.6066, 2.9820], [-4.2843, 2.5255, 0.4756], [-3.6077, 3.4990, -1.7732], [-1.3772, 3.2056, -2.6481], [2.7711, -0.7817, -0.3262], [2.9198, -1.4111, 2.0757], [0.9225, -0.8296, 3.6281], [-0.9827, -7.0136, -1.6149], [-1.0449, -5.5462, -1.9868], [0.1185, -4.7850, -2.1551], [0.0448, -3.4279, -2.4113], [-1.2412, -2.8081, -2.5536], [-2.3646, -3.5735, -2.5253], [-2.2859, -4.9563, -2.2069], [-1.4248, -0.9735, -2.3941], [-1.7109, -0.8707, -0.9599], [-2.3330, -0.4659, -3.3943], [0.1007, -0.1714, -2.6506], [0.7545, -0.8019, -3.7563], [0.2501, -1.4078, -4.9121], [1.1142, -2.1276, -5.7563], [2.4687, -2.2641, -5.4159], [3.0692, -1.5765, -4.3373], [4.4331, -1.5253, -4.0086], [4.8473, -0.6396, -3.0621], [4.0244, 0.2320, -2.3911], [2.6511, 0.1895, -2.6478], [2.2059, -0.6977, -3.5765], [-0.4085, -7.1528, -0.6727], [-0.4367, -7.5530, -2.4424], [-1.9970, -7.4551, -1.4430], [1.1138, -5.2287, -2.0997], [0.9480, -2.8320, -2.4519], [-3.3308, -3.1427, -2.8460], [-3.1767, -5.5896, -2.0697], [-0.7944, -1.3800, -5.1568], [0.6975, -2.6512, -6.6063], [3.2309, -2.7451, -6.0438], [5.1873, -2.1508, -4.4580], [5.9441, -0.6168, -2.9071], [4.3752, 0.9135, -1.6039]],
  "forces_ev_per_angstrom": [[2.665, 2.075, 1.324], [-1.303, -2.448, -1.955], [1.813, 0.589, 2.384], [-0.641, 0.145, -0.339], [-1.084, -0.744, -1.401], [1.796, 1.536, 2.133], [-0.062, 0.089, 0.327], [-0.668, -0.245, -1.378], [-0.146, -0.038, 0.138], [0.280, -0.633, 0.221], [-0.589, -0.413, -0.795], [0.465, -0.279, -1.194], [-1.123, 0.976, 2.330], [-1.123, -0.621, -2.784], [0.396, -0.325, 1.061], [0.378, -0.243, 0.049], [-0.702, 1.786, 0.197], [0.024, 0.188, -0.114], [0.349, -0.055, 0.857], [0.377, 0.085, -0.108], [0.188, -0.137, 0.236], [-0.154, -0.121, -0.020], [-0.255, 0.662, 0.076], [0.031, 0.111, -0.271], [0.554, -0.281, -0.062], [-0.093, 0.691, -0.063], [0.768, -0.577, 0.080], [1.239, -0.279, -0.714], [-0.917, -0.450, -0.287], [-0.131, -0.543, 1.129], [-0.385, -1.049, 0.531], [1.897, 0.916, -2.042], [0.100, -0.683, 1.023], [-0.527, 0.215, -0.429], [-0.921, 1.015, -0.130], [0.088, -0.211, -0.373], [-1.363, 1.117, -0.165], [0.555, 0.563, -0.604], [-1.202, -0.971, 2.374], [0.928, -0.342, -1.025], [-1.368, 1.063, -1.428], [0.659, -1.437, 2.772], [1.116, 0.763, -1.522], [-1.155, 0.054, -0.104], [-2.737, 0.810, 0.866], [1.724, -0.735, -0.272], [-0.150, 0.191, 0.212], [0.255, -0.837, 1.819], [-0.053, -0.161, 0.814], [-0.813, 1.176, -1.416], [-0.624, 0.396, -0.661], [2.081, -0.459, -0.520], [0.245, -0.414, 0.190], [0.394, 0.557, 0.408], [-0.236, 0.484, -0.222], [0.004, 0.316, 0.294], [-1.157, -0.066, 0.291], [-0.173, 0.226, -0.026], [0.790, 0.070, -0.530], [0.162, -0.171, 0.321], [0.308, 0.214, -0.320], [-0.071, -0.091, 0.022], [0.097, -0.307, 0.601], [-0.474, 0.359, 0.578], [-0.016, -0.282, 0.086], [-0.002, -0.355, -0.113], [0.390, -0.402, -0.141], [-0.544, -0.466, 0.080], [0.227, 0.430, -0.234], [-1.279, 0.493, 0.330], [2.679, 0.491, 0.067], [-1.780, -0.913, -0.454], [0.307, 0.676, 0.041], [-0.951, -1.031, 1.342], [0.298, 0.432, -2.135], [0.408, -0.070, 0.598], [-1.041, -3.523, -3.849], [0.426, 1.872, 1.913], [0.408, -0.637, 0.188], [1.034, -0.072, 0.884], [0.228, -0.024, -0.941], [-1.280, 1.648, 0.924], [-0.763, -0.260, -0.365], [2.430, 0.169, 0.254], [-3.046, -0.021, -0.236], [2.940, -1.608, -0.350], [0.506, -0.366, -0.220], [-0.252, 0.060, -0.637], [-0.675, 0.259, 0.949], [0.913, 0.389, -0.382], [-0.343, -0.089, 0.166], [-0.020, -0.135, 0.030], [0.494, -0.171, 0.663], [0.357, 0.637, -0.348], [-0.353, 0.107, 0.137], [0.150, 0.160, -0.092], [-0.882, -0.331, -0.026], [-0.138, -0.198, -0.361], [-0.857, 0.180, 0.318], [-0.298, -0.123, -0.471]]
}